C10H20N2O4 | ωB97M-V/def2-TZVPD

XYZ file:
```
36
C10H20N2O4 (ωB97M-V/def2-TZVPD)
C -0.19668 -0.23013 0.01344
H 2.04046 -4.97198 2.57242
N 1.90014 -1.18753 -0.19923
H -0.03293 1.38476 -3.02985
H -0.48027 -2.51162 1.89333
H 0.94931 3.63320 0.07895
O -1.22362 0.00196 0.74901
H -3.80315 1.18877 -2.38223
C 1.48489 -2.63238 4.03646
H 2.71133 -2.56337 2.12015
H 2.27538 -2.14684 -1.01448
C 0.66592 -1.54941 0.26233
H 0.23174 -2.44792 -0.16336
H -2.31325 -0.55402 -2.44261
H -1.98741 1.31767 -0.20048
C 0.11095 2.84908 -1.29321
H -1.62215 2.54467 -2.63735
H 1.15694 -0.11528 -1.31323
H 2.67370 -1.02292 0.63989
C -0.25318 1.54156 -1.81959
C -2.64712 0.62906 -2.74300
C 1.61139 -2.78572 2.42946
H 0.32733 -2.57923 4.23231
H 0.42018 -4.67066 2.39369
O -0.21587 3.89823 -1.78859
C 1.35469 -4.36660 2.04284
O -2.46101 2.11637 -0.73051
H 1.83845 -3.50954 4.80690
C 0.51210 -1.91787 1.72754
O 0.79454 2.74519 -0.20268
H 1.26308 -4.78553 0.93299
H 0.35480 -0.75592 2.19844
H -2.49288 0.72276 -3.91509
N 0.18142 0.30764 -1.19071
C -1.84954 1.71975 -1.91432
H 2.00563 -1.63578 4.28960
```

Output
**Total charge**: 0
**Kohn-Sham gap**: 9.25 eV
**DFT total energy**: -803.2862 Eh
**ΔE to the lowest compared entry with this formula, charge and spin**: 182.01 kcal/mol